DFT (ωB97M-V with the def2-TZVPD basis set) results for 10 unconnected molecules or ions with the total composition C41H63BClF6N13O4P in a non-equilibrium geometry.

- Total charge: +1
- 2S+1: 1
- Kohn-Sham gap: 7.2 eV
- Energy: -4037.80393 hartree
- LUMO: -0.143 Eh

Structure (XYZ):
```
130
Properties=species:S:1:pos:R:3:forces:R:3:mulliken_charge:R:1
C -2.988684 -0.477292 -0.702050 0.364 0.268 0.210 -0.752
C -2.933853 1.090910 -0.285097 -0.873 -0.221 -1.662 0.451
C -3.509765 2.022962 -1.498430 -1.939 -1.375 0.992 -0.837
N -2.604067 1.637233 0.840441 1.738 -0.123 -3.527 -0.260
C -1.218681 1.709685 1.336614 -0.569 1.498 3.252 1.955
C -1.442023 1.793137 2.965740 -0.082 -1.353 1.322 -1.508
N -1.122841 3.081463 3.618004 0.263 -0.616 0.230 -0.290
C -0.699798 3.172008 0.850873 1.750 -0.754 -1.877 -0.503
B -1.858208 4.280928 0.612049 -2.511 0.752 0.898 0.599
O -2.879611 4.523667 1.641666 0.926 -1.434 -1.944 -0.492
N -1.979435 5.163228 -0.614234 -0.185 0.683 2.106 -0.243
C -3.336346 5.784427 -0.718144 -1.085 0.780 -0.884 -1.036
C -1.047838 6.340070 -0.329124 1.715 -0.247 -0.511 -0.916
C 0.033457 2.964874 -0.605926 -0.754 0.270 2.146 -0.216
C 1.355679 2.001329 -0.469494 -0.560 3.329 -2.640 0.011
C 1.607063 1.440751 -1.949069 0.140 2.418 -3.393 0.830
F 3.012273 1.231549 -2.272957 -2.832 -0.778 1.409 -0.309
F 0.750194 0.408645 -2.414232 2.009 0.961 1.674 -0.310
C 1.291390 2.652181 -3.004254 -1.361 2.855 -2.498 0.194
C 2.117580 3.964782 -3.029780 -2.370 0.263 -2.113 -0.505
C 1.764306 5.127694 -4.015776 -2.285 -2.884 -0.061 -0.792
C 0.562485 4.986795 -5.009261 0.325 -2.739 2.099 -0.753
C -0.280922 3.689374 -5.012128 3.033 0.096 2.173 0.007
C -1.558757 3.474679 -5.974000 -0.183 0.081 1.439 0.732
F -1.462065 4.206572 -7.176985 -0.488 -2.185 2.899 -0.223
F -2.718324 3.925550 -5.244275 2.423 -0.918 -2.103 -0.222
F -1.780486 2.076919 -6.184432 0.499 3.512 -0.110 -0.249
C 0.097805 2.537971 -4.011670 1.066 2.433 -0.155 -0.288
N 1.252674 1.061749 0.677486 1.170 -1.786 0.420 0.544
Cl 2.208654 -0.358087 0.173076 -0.004 -0.381 -0.516 0.021
C 1.954285 1.393631 1.970066 0.301 0.707 4.182 -0.150
C 2.545342 2.834741 2.248905 1.838 -0.144 -0.048 -0.637
C 4.169326 2.742003 2.126613 -0.371 1.559 -0.770 -0.653
F 4.575127 1.930960 0.978258 -0.911 0.878 1.917 -0.349
C -0.193666 0.555033 0.890511 -2.109 -0.705 -2.298 -0.099
C -0.263602 -0.860585 1.621278 2.164 -1.100 -0.073 -1.003
P -1.735315 -1.494856 2.520700 -3.910 -1.130 2.783 0.944
O -3.100086 -0.842776 2.422676 2.534 -0.757 -0.461 -0.744
O -1.975601 -3.170370 2.155885 0.884 2.835 -0.067 -0.561
O -1.343185 -1.511145 4.206896 -0.716 -0.261 -2.951 -0.600
H -3.835984 -0.933503 -0.081893 1.213 0.757 -0.713 0.263
H -3.244683 -0.644685 -1.800024 0.467 0.503 1.462 0.467
H -2.033717 -1.055137 -0.474278 -1.199 0.661 -0.193 0.097
H -2.710850 2.266050 -2.275540 -0.810 -0.186 1.368 0.100
H -4.331066 1.431245 -2.063798 1.321 0.993 0.829 0.583
H -4.027227 2.928394 -1.038110 1.075 -0.974 -0.837 -0.017
H -0.820271 0.985079 3.527158 -0.932 0.851 -1.213 0.111
H -2.535074 1.535428 3.246534 1.822 0.336 -1.064 0.489
H -1.819086 3.250407 4.362047 0.712 0.042 -0.678 0.299
H -0.198847 2.988418 4.060041 -0.690 0.340 -0.058 0.287
H 0.097658 3.653956 1.499044 -1.065 -0.862 -0.201 -0.079
H -3.643551 3.938744 1.424540 0.735 0.560 0.496 0.374
H -3.364299 6.348612 -1.730205 -0.035 -0.795 1.677 0.304
H -3.574326 6.527307 0.135264 0.444 -1.192 -1.309 0.367
H -4.205420 5.044882 -0.749812 1.373 0.741 0.046 0.279
H -0.463479 6.122816 0.648690 -0.789 0.798 -1.415 0.262
H -1.598467 7.335490 -0.262786 0.652 -1.507 0.193 0.386
H -0.264389 6.461274 -1.176525 -1.209 -0.243 1.316 0.147
H -0.776608 2.519137 -1.267736 1.448 0.688 0.443 -0.737
H 0.331715 4.042539 -0.895506 -0.384 -2.190 -0.111 0.368
H 2.213449 2.778157 -0.395356 -1.080 -1.901 0.517 0.163
H 2.994500 4.154283 -2.306336 -1.524 -0.526 -1.294 0.341
H 2.349342 6.120281 -4.026293 -0.949 -1.996 0.073 0.489
H 0.252860 5.829415 -5.719362 0.748 -1.347 1.228 0.361
H -0.598586 1.620238 -4.058648 1.531 1.546 0.259 0.386
H 1.195268 1.174801 2.820289 0.929 0.446 -1.689 0.219
H 2.817152 0.667985 2.242722 -1.604 1.044 -1.152 0.749
H 2.355786 3.116673 3.350217 0.071 -0.308 -1.857 0.520
H 2.236119 3.686279 1.561935 -0.004 -1.278 0.992 0.104
H 4.669283 2.421953 3.099012 -0.669 -0.120 -1.605 0.345
H 4.518357 3.807109 1.876234 -0.321 -1.770 0.437 0.357
H -0.418084 0.290448 -0.220276 -0.012 0.631 1.870 0.229
H -0.061274 -1.689019 0.830979 -0.367 1.412 1.323 0.643
H 0.630543 -0.974250 2.356480 -1.513 0.124 -1.017 0.078
H -2.677226 -3.228294 1.461372 0.663 0.192 0.699 0.355
H -2.234664 -1.468436 4.644921 1.024 -0.040 -0.545 0.346
C 1.791416 -3.843472 4.174589 0.508 0.592 -0.643 -0.294
C 2.629926 -2.973530 3.285469 1.481 1.593 -1.551 0.444
N 3.291688 -2.286950 2.583549 -2.322 -2.176 2.325 -0.474
H 0.777807 -3.442261 4.238320 0.101 0.034 -0.016 0.031
H 1.748751 -4.855770 3.770821 0.019 0.154 0.042 -0.094
H 2.224138 -3.877743 5.175709 0.001 0.022 -0.133 0.366
C -5.338625 -3.416652 3.623491 -0.271 -0.653 -0.565 -0.297
C -5.781926 -4.519519 2.709840 -0.799 -1.974 -1.611 0.292
N -6.130465 -5.387311 1.987090 1.218 2.905 2.393 -0.441
H -4.716102 -2.707713 3.073857 -0.094 -0.032 0.025 -0.105
H -6.208053 -2.892030 4.023005 0.043 -0.103 -0.093 0.334
H -4.761032 -3.830368 4.452054 -0.078 -0.054 -0.113 0.267
C 4.445834 -7.041074 4.293430 -0.894 -0.060 0.124 -0.804
C 2.956791 -7.070451 4.465209 -3.197 -0.218 0.397 0.482
N 1.776896 -7.092094 4.605688 4.475 0.125 -0.574 -0.519
H 4.729500 -6.200679 3.657519 -0.096 -0.081 0.029 0.251
H 4.929291 -6.931872 5.265643 -0.131 -0.013 -0.060 0.336
H 4.783456 -7.969190 3.829200 -0.143 0.084 0.004 0.310
C 4.997475 3.640283 -5.844317 -0.361 0.841 0.188 -0.580
C 4.497741 5.048825 -5.957798 -1.094 3.389 -0.366 0.504
N 4.108151 6.171629 -6.055638 1.556 -4.601 0.436 -0.522
H 4.684965 3.210823 -4.890171 -0.124 0.111 -0.075 0.080
H 4.590910 3.035507 -6.656587 0.007 0.111 0.054 0.244
H 6.087508 3.626864 -5.901904 -0.282 0.104 0.032 0.344
C 6.708623 3.549218 -9.817832 0.309 0.106 0.856 -0.797
C 7.220125 3.714208 -8.417967 1.028 0.322 2.460 0.444
N 7.623163 3.844328 -7.314398 -1.173 -0.445 -3.899 -0.520
H 6.490488 2.497762 -10.011565 0.059 0.093 0.086 0.278
H 5.796316 4.133122 -9.950575 0.108 -0.022 0.084 0.270
H 7.459621 3.894583 -10.530123 -0.040 -0.020 0.139 0.306
C 7.034277 4.920772 3.931872 -0.916 -0.022 0.100 -0.870
C 5.546553 4.871588 4.112716 -3.603 0.086 0.666 0.427
N 4.364112 4.841162 4.264275 4.888 0.085 -0.632 -0.423
H 7.302400 5.762296 3.291069 -0.105 -0.068 0.066 0.289
H 7.521749 5.040883 4.900656 -0.131 -0.015 -0.067 0.332
H 7.382650 3.995302 3.469646 -0.098 0.063 0.041 0.283
C -5.712539 -8.616935 2.550838 -0.361 -0.917 -0.058 -0.652
C -6.184602 -10.038163 2.471540 -0.802 -2.560 -0.121 0.312
N -6.556795 -11.158401 2.407132 1.224 3.731 0.152 -0.459
H -4.768949 -8.508801 2.013839 -0.123 -0.068 0.016 0.246
H -6.454096 -7.953485 2.103969 0.098 -0.095 0.037 0.252
H -5.563474 -8.332849 3.593832 -0.053 -0.096 -0.090 0.312
C 0.151409 -8.038788 0.965825 0.881 -0.264 -0.004 -0.602
C 1.595693 -8.440157 0.998145 3.073 -0.861 0.076 0.331
N 2.738476 -8.759414 1.021025 -4.235 1.261 -0.035 -0.417
H -0.437756 -8.724598 1.576576 0.133 0.044 -0.039 0.246
H 0.038960 -7.026481 1.357413 0.085 -0.115 0.004 0.124
H -0.218721 -8.067463 -0.060412 0.106 -0.037 0.085 0.322
C -7.563228 -11.292573 -1.162869 0.535 0.535 -0.512 -0.515
C -6.734187 -10.405914 -2.043662 1.478 1.589 -1.593 0.313
N -6.080323 -9.706544 -2.737173 -2.157 -2.307 2.341 -0.403
H -8.578652 -10.899753 -1.090554 0.128 0.014 -0.054 0.247
H -7.600474 -12.300386 -1.579459 0.047 0.135 -0.017 0.263
H -7.126196 -11.336234 -0.163260 -0.018 0.027 -0.107 0.086
```
Positions in Å, forces in eV/Å.